Entry 1:
Computed, not measured: C25H21N5O4S2 in the gas phase, with ωB97M-V/def2-TZVPD.

Its frontier orbital gap is 7.63 eV. Its structure (SMILES) is O=C(NC(=S)Nc1cccc(S(=O)(=O)NC2=NCCC2)c1)c1cc(-c2ccco2)nc2ccccc12. The lowest unoccupied orbital energy is -0.030 hartree. The value obtained for the largest force on an atom is 1.4 eV Å⁻¹. As for the HOMO energy: -8.4361 eV.

The geometry in XYZ format:
```
57
Properties=species:S:1:pos:R:3:nbo_charge:R:1
O 0.371 -0.809 1.065 -0.59
C 1.162 -1.367 0.326 0.68
N 0.886 -1.665 -0.984 -0.63
C -0.293 -1.461 -1.696 0.28
S -0.289 -1.981 -3.258 -0.19
N -1.281 -0.868 -1.005 -0.60
C -2.575 -0.517 -1.359 0.23
C -3.146 -0.736 -2.613 -0.24
C -4.451 -0.350 -2.863 -0.18
C -5.208 0.268 -1.881 -0.21
C -4.632 0.487 -0.644 -0.32
S -5.560 1.325 0.640 2.32
O -6.781 1.824 0.092 -0.92
O -5.598 0.522 1.821 -0.92
N -4.557 2.620 1.033 -0.85
C -4.059 3.477 0.090 0.43
N -2.922 4.029 0.191 -0.45
C -2.715 4.921 -0.925 -0.23
C -3.887 4.701 -1.915 -0.42
C -4.881 3.847 -1.119 -0.49
C -3.341 0.103 -0.367 -0.23
C 2.542 -1.733 0.742 -0.10
C 3.296 -0.774 1.368 -0.19
C 4.640 -1.065 1.713 0.18
C 5.458 -0.064 2.357 0.21
C 6.762 -0.126 2.787 -0.24
C 7.051 1.134 3.347 -0.32
C 5.910 1.871 3.218 0.11
O 4.946 1.160 2.624 -0.39
N 5.198 -2.227 1.458 -0.39
C 4.466 -3.197 0.887 0.14
C 5.085 -4.446 0.664 -0.18
C 4.379 -5.482 0.120 -0.20
C 3.025 -5.321 -0.209 -0.20
C 2.397 -4.120 -0.017 -0.22
C 3.102 -3.020 0.510 -0.03
H 1.615 -2.102 -1.537 0.44
H -1.020 -0.641 -0.036 0.44
H -2.571 -1.211 -3.390 0.26
H -4.878 -0.533 -3.837 0.22
H -6.227 0.580 -2.048 0.25
H -3.950 2.454 1.822 0.43
H -2.686 5.945 -0.544 0.19
H -1.741 4.705 -1.370 0.20
H -3.539 4.163 -2.797 0.21
H -4.317 5.645 -2.239 0.22
H -5.761 4.404 -0.795 0.24
H -5.228 2.967 -1.657 0.23
H -2.930 0.278 0.616 0.23
H 2.887 0.201 1.578 0.24
H 7.408 -0.975 2.703 0.24
H 7.975 1.451 3.784 0.23
H 5.674 2.877 3.502 0.21
H 6.119 -4.549 0.950 0.23
H 4.853 -6.437 -0.047 0.22
H 2.473 -6.157 -0.612 0.22
H 1.345 -4.024 -0.246 0.22
```

***

Entry 2:
Computed, not measured: 2 unconnected molecules or ions with the total composition C19H29N3O6S, with ωB97M-V/def2-TZVPD.

Its frontier orbital gap is 10.05 eV. Its structure (SMILES) is C#CC[C@H]1[C@@H](N(C)C(C)=O)C(=O)N[C@@]1(CCOC(C)=O)S(C)(=O)=O.CCCC#N. The lowest unoccupied orbital energy is 0.012 hartree. The value obtained for the largest force on an atom is 7.3 eV Å⁻¹. As for the HOMO energy: -9.7297 eV. The value obtained for the energy relative to the best compared isomer or geometry (same formula, charge and spin) is 11.8609 eV.

The geometry in XYZ format:
```
58
Properties=species:S:1:pos:R:3:nbo_charge:R:1
C 3.092 2.286 1.554 -0.27
C 2.593 2.009 0.355 -0.05
C 1.774 1.564 -0.987 -0.47
C 1.582 -0.034 -0.875 -0.21
C 1.020 -0.679 0.508 -0.13
N -0.345 -0.300 0.988 -0.56
C -0.742 -1.162 2.180 -0.43
C -0.409 1.099 1.504 0.73
C -1.162 2.338 0.807 -0.73
O 0.194 1.339 2.625 -0.57
C 0.913 -2.230 -0.040 0.71
O 0.973 -3.318 0.613 -0.54
N 0.772 -2.207 -1.543 -0.69
C 1.067 -0.861 -2.203 -0.07
C 2.391 -0.830 -3.125 -0.46
C 2.147 -1.130 -4.691 -0.09
O 3.331 -0.764 -5.474 -0.55
C 3.206 0.625 -5.864 0.80
C 2.267 1.180 -7.046 -0.75
O 3.876 1.473 -5.179 -0.56
S -0.592 -0.437 -2.928 1.96
C -2.019 -0.671 -1.711 -0.81
O -0.650 1.033 -3.386 -0.94
O -0.957 -1.341 -4.121 -0.92
H 3.381 2.145 2.669 0.28
H 0.784 2.134 -1.108 0.26
H 2.454 1.901 -1.868 0.27
H 2.694 -0.398 -0.838 0.24
H 1.826 -0.706 1.355 0.25
H -1.531 -0.565 2.807 0.23
H -1.209 -2.147 1.820 0.22
H 0.188 -1.322 2.862 0.20
H -2.088 2.720 1.381 0.27
H -1.391 2.096 -0.312 0.23
H -0.413 3.233 0.764 0.26
H 1.484 -2.815 -1.989 0.40
H 3.134 -1.622 -2.703 0.23
H 2.962 0.181 -3.066 0.27
H 1.253 -0.519 -5.125 0.22
H 1.910 -2.242 -4.861 0.21
H 1.794 0.343 -7.695 0.24
H 1.372 1.742 -6.547 0.26
H 2.785 1.978 -7.719 0.26
H -2.075 0.164 -0.926 0.26
H -2.995 -0.780 -2.331 0.28
H -1.809 -1.698 -1.208 0.26
C -3.106 0.951 6.795 -0.61
C -3.478 -0.528 6.775 -0.38
C -2.945 -1.259 5.540 -0.51
C -3.522 -0.641 4.293 0.30
N -3.981 -0.150 3.301 -0.35
H -3.542 1.488 5.948 0.22
H -3.482 1.424 7.707 0.22
H -2.020 1.083 6.766 0.21
H -4.568 -0.621 6.819 0.21
H -3.077 -1.008 7.674 0.21
H -3.225 -2.315 5.579 0.25
H -1.853 -1.198 5.499 0.25
```

***

Entry 3:
Computed, not measured: 13 unconnected molecules or ions with the total composition C58H111N13O6, with ωB97M-V/def2-TZVPD.

Its frontier orbital gap (spin up / spin down) is 4.91 / 0.98 eV. As for the charge: +1. The lowest unoccupied orbital energy (spin up / spin down) is -0.149 / -0.294 hartree. The value obtained for the largest force on an atom is 3.6 eV Å⁻¹. As for the HOMO energy (spin up / spin down): -8.9763 / -8.9763 eV. The expectation value of S² is 0.763. The spin multiplicity is 2.

The geometry in XYZ format:
```
188
Properties=species:S:1:pos:R:3:lowdin_spin:R:1
C 3.078 5.137 -4.833 0.00
C 4.526 4.753 -5.109 0.00
C 4.983 3.491 -4.366 0.00
C 5.160 3.438 -2.902 0.00
N 5.351 3.294 -1.748 0.00
H 2.511 4.261 -5.148 0.00
H 2.746 5.950 -5.479 0.00
H 2.940 5.370 -3.778 0.00
H 5.085 5.604 -4.721 0.00
H 4.829 4.810 -6.155 0.00
H 5.960 3.115 -4.669 0.00
H 4.282 2.678 -4.552 0.00
C 1.743 0.262 4.529 0.00
C 2.634 -0.956 4.943 0.00
C 4.108 -0.780 4.546 0.00
C 4.658 0.511 4.119 0.00
N 5.143 1.522 3.869 0.00
H 1.314 -0.006 3.563 0.00
H 2.122 1.283 4.573 0.00
H 0.874 0.333 5.183 0.00
H 2.145 -1.870 4.605 0.00
H 2.649 -0.969 6.032 0.00
H 4.100 -1.309 3.594 0.00
H 4.779 -1.098 5.345 0.00
C 0.425 -4.686 -4.938 0.00
C 1.597 -3.722 -4.546 0.00
C 2.118 -3.799 -3.123 0.00
C 3.124 -2.727 -2.738 0.00
N 3.828 -1.849 -2.391 0.00
H -0.126 -4.359 -5.820 0.00
H -0.338 -4.776 -4.165 0.00
H 0.956 -5.595 -5.220 0.00
H 1.407 -2.682 -4.810 0.00
H 2.405 -3.907 -5.254 0.00
H 2.643 -4.731 -2.917 0.00
H 1.372 -3.925 -2.338 0.00
C 3.029 5.978 5.046 0.00
C 2.423 4.597 4.893 0.00
C 0.978 4.663 4.476 0.00
C 0.085 5.301 5.459 0.00
N -0.599 5.779 6.277 0.00
H 4.021 5.866 5.482 0.00
H 2.238 6.368 5.687 0.00
H 3.251 6.459 4.093 0.00
H 2.500 3.960 5.774 0.00
H 3.005 4.170 4.076 0.00
H 0.604 3.666 4.243 0.00
H 0.997 5.275 3.574 0.00
C 0.492 -3.684 1.805 0.00
C 1.189 -2.635 0.899 0.00
C 2.748 -2.733 0.893 0.00
C 3.108 -4.082 0.421 0.00
N 3.372 -5.161 0.137 0.00
H -0.538 -3.537 2.130 0.00
H 1.018 -3.679 2.760 0.00
H 0.634 -4.742 1.588 0.00
H 0.763 -1.646 1.066 0.00
H 0.869 -2.883 -0.113 0.00
H 3.254 -2.557 1.843 0.00
H 3.070 -2.155 0.027 0.00
C -6.929 -3.651 3.696 0.00
C -5.768 -3.476 2.709 0.00
C -4.670 -2.501 3.376 0.00
C -3.453 -3.236 3.714 0.00
N -2.502 -3.828 3.911 0.00
H -6.948 -4.360 4.523 0.00
H -7.775 -3.992 3.100 0.00
H -7.242 -2.718 4.166 0.00
H -6.255 -2.885 1.933 0.00
H -5.415 -4.427 2.310 0.00
H -5.084 -2.325 4.369 0.00
H -4.517 -1.635 2.732 0.00
C -2.412 0.881 5.325 0.00
C -2.409 2.133 6.141 0.00
C -3.347 3.262 5.588 0.00
C -2.731 3.873 4.356 0.00
N -2.356 4.456 3.419 0.00
H -2.202 1.179 4.298 0.00
H -3.340 0.311 5.275 0.00
H -1.559 0.336 5.728 0.00
H -1.373 2.471 6.165 0.00
H -2.685 1.984 7.185 0.00
H -3.280 4.133 6.240 0.00
H -4.386 3.011 5.371 0.00
C -2.985 -3.433 -0.423 0.00
C -3.843 -3.947 -1.642 0.00
C -4.751 -5.029 -1.268 0.00
C -4.009 -6.083 -0.608 0.00
N -3.400 -6.899 -0.044 0.00
H -2.384 -4.156 0.130 0.00
H -3.621 -2.800 0.195 0.00
H -2.169 -2.800 -0.772 0.00
H -3.274 -4.250 -2.521 0.00
H -4.449 -3.171 -2.109 0.00
H -5.486 -5.511 -1.914 0.00
H -5.296 -4.852 -0.341 0.00
C -3.888 0.764 0.218 0.00
O -2.749 1.285 0.922 0.00
C -2.204 2.509 0.362 0.00
C -0.846 2.956 0.888 0.00
N 0.318 2.074 0.689 0.00
C 1.559 2.695 1.355 0.00
C 2.852 2.184 0.745 0.00
O 3.033 0.849 1.130 0.00
C 4.310 0.306 0.660 0.00
H -3.530 0.454 -0.764 0.00
H -4.607 1.574 0.095 0.00
H -4.222 -0.202 0.597 0.00
H -3.001 3.199 0.640 0.00
H -2.163 2.421 -0.724 0.00
H -0.906 3.329 1.911 0.00
H -0.716 3.901 0.361 0.00
H 0.123 1.169 1.092 0.00
H 1.709 2.638 2.433 0.00
H 1.454 3.773 1.235 0.00
H 3.692 2.707 1.202 0.00
H 2.976 2.443 -0.307 0.00
H 4.475 -0.690 1.070 0.00
H 5.092 0.985 0.998 0.00
H 4.325 0.101 -0.410 0.00
C 0.539 0.238 -1.914 0.00
O 0.349 -0.281 -3.217 0.00
C -0.952 -0.629 -3.639 0.00
C -1.864 0.637 -3.617 0.00
N -3.130 0.505 -4.363 0.00
C -3.861 1.823 -4.526 0.00
C -4.408 2.464 -3.252 0.00
O -3.436 3.283 -2.543 0.00
C -3.049 4.486 -3.199 0.00
H 0.320 1.287 -2.114 0.00
H 1.555 0.116 -1.537 0.00
H -0.220 -0.172 -1.248 0.00
H -1.404 -1.329 -2.936 0.00
H -0.900 -1.125 -4.609 0.00
H -1.294 1.491 -3.984 0.00
H -2.080 0.926 -2.589 0.00
H -2.804 0.070 -5.215 0.00
H -4.743 1.675 -5.149 0.00
H -3.367 2.555 -5.165 0.00
H -4.622 1.780 -2.431 0.00
H -5.302 3.034 -3.506 0.00
H -2.243 5.058 -2.739 0.00
H -3.901 5.108 -3.473 0.00
H -2.630 4.137 -4.143 0.00
C 9.826 1.387 -2.122 0.00
O 9.101 0.205 -1.882 0.00
C 7.944 0.262 -0.953 0.00
C 7.417 -1.191 -1.012 0.00
N 8.483 -2.163 -1.231 0.00
C 8.253 -3.199 -2.227 0.00
C 6.967 -4.047 -1.899 0.00
O 6.823 -5.243 -2.699 0.00
C 5.709 -6.014 -2.219 0.00
H 10.831 1.040 -2.362 0.00
H 9.951 2.121 -1.326 0.00
H 9.472 1.747 -3.089 0.00
H 7.216 0.962 -1.365 0.00
H 8.242 0.608 0.036 0.00
H 6.629 -1.170 -1.765 0.00
H 6.676 -1.464 -0.261 0.00
H 9.321 -1.712 -1.570 0.00
H 9.118 -3.848 -2.361 0.00
H 8.245 -2.785 -3.235 0.00
H 6.111 -3.399 -2.086 0.00
H 6.973 -4.365 -0.856 0.00
H 4.720 -5.699 -2.552 0.00
H 5.588 -6.036 -1.136 0.00
H 5.810 -7.073 -2.458 0.00
N -5.784 -0.524 -3.654 0.00
C -6.540 -0.788 -2.544 0.00
C -7.842 -1.063 -2.894 0.00
C -7.852 -0.884 -4.288 0.00
C -6.619 -0.500 -4.755 0.00
H -4.853 -0.134 -3.613 0.00
H -5.887 -0.891 -1.690 0.00
H -8.635 -1.277 -2.194 0.00
H -8.801 -0.776 -4.791 0.00
H -6.203 -0.061 -5.649 0.00
N -8.697 1.482 2.274 0.04
C -7.970 2.416 1.584 0.32
C -6.612 2.376 1.904 0.09
C -6.488 1.220 2.752 0.13
C -7.806 0.686 3.006 0.38
H -9.681 1.490 2.499 0.00
H -8.465 3.235 1.083 0.01
H -5.855 3.061 1.551 0.00
H -5.572 0.900 3.228 0.00
H -8.240 -0.169 3.504 0.01
```

***

Molar mass, respectively: 519.61, 427.52, 1086.61 g/mol.